1.
{
  "formula": "C19H21N3OS",
  "method": "ωB97M-V with the def2-TZVPD basis set",
  "relative_energy_kj_mol": 2167.39,
  "e_lumo_ev": 0.2,
  "spin_multiplicity": 1,
  "orbital_gap_ev": 7.9,
  "homo_ev": -7.68,
  "elements": ["C", "C", "C", "O", "C", "C", "C", "C", "C", "C", "H", "H", "C", "H", "H", "C", "C", "N", "N", "C", "S", "N", "C", "C", "C", "C", "C", "C", "H", "H", "H", "H", "H", "H", "H", "H", "H", "H", "H", "H", "H", "H", "H", "H", "H"],
  "coordinates": [[-5.88, -1.03, 0.55], [-4.40, -0.91, -0.18], [-4.29, 0.45, -1.06], [-3.14, 0.47, -1.69], [-2.12, 0.88, -1.15], [-1.06, 1.20, -1.71], [0.02, 1.75, -1.04], [0.10, 2.28, 0.01], [-1.07, 2.03, 0.80], [-2.10, 1.37, 0.33], [-3.06, 1.45, 0.99], [-1.13, 2.38, 1.83], [1.35, 2.71, 0.64], [1.03, 3.77, 1.49], [1.95, 3.33, -0.14], [2.09, 1.83, 1.67], [2.80, 0.71, 0.67], [3.84, 1.03, 0.07], [4.15, 0.12, -0.88], [3.00, -0.83, -0.59], [2.84, -2.31, -1.59], [2.07, -0.22, 0.39], [0.99, -0.80, 0.75], [0.72, -1.04, 2.23], [-0.39, -1.53, 2.24], [-1.24, -2.12, 1.55], [-1.07, -2.18, 0.20], [0.11, -1.22, -0.27], [0.18, -1.30, -1.18], [-1.76, -2.40, -0.45], [-2.21, -2.52, 1.85], [-0.59, -1.86, 3.41], [1.56, -0.75, 2.79], [4.83, -0.20, -1.44], [2.94, 2.31, 2.06], [1.56, 1.58, 2.31], [1.01, 2.06, -1.99], [-1.02, 1.02, -2.54], [-5.19, 0.35, -1.83], [-4.79, 1.38, -0.33], [-3.70, -0.96, 0.76], [-4.50, -1.70, -0.57], [-6.22, -0.22, 1.14], [-6.75, -1.20, -0.28], [-6.10, -1.88, 0.98]],
  "nbo_charge": [-0.597, -0.380, -0.071, -0.461, 0.377, -0.313, -0.047, -0.207, -0.134, -0.307, 0.221, 0.205, -0.352, 0.167, 0.249, -0.369, 0.401, -0.305, -0.391, 0.239, -0.263, -0.442, 0.120, -0.174, -0.201, -0.228, -0.113, -0.127, 0.185, 0.188, 0.216, 0.172, 0.233, 0.433, 0.231, 0.166, 0.153, 0.181, 0.202, 0.192, 0.205, 0.160, 0.202, 0.181, 0.202]
}

2.
{
  "formula": "C19H21N5O2",
  "method": "ωB97M-V with the def2-TZVPD basis set",
  "relative_energy_kj_mol": 0.00,
  "e_lumo_ev": 0.6,
  "smiles": "Cc1nn(CC(=O)N2CCN(c3ccccc3)CC2)c(=O)c2cccn12",
  "spin_multiplicity": 1,
  "orbital_gap_ev": 8.2,
  "homo_ev": -7.63,
  "elements": ["C", "C", "N", "N", "C", "O", "C", "C", "C", "C", "N", "H", "H", "H", "C", "H", "H", "C", "O", "N", "C", "H", "C", "N", "C", "C", "C", "C", "C", "C", "H", "H", "H", "H", "H", "C", "H", "C", "H", "H", "H", "H", "H", "H", "H", "H", "H"],
  "coordinates": [[-4.67, -2.13, -0.19], [-3.72, -0.99, -0.32], [-2.57, -1.18, -0.85], [-1.69, -0.18, -0.98], [-1.92, 1.13, -0.58], [-1.06, 1.99, -0.72], [-3.22, 1.33, 0.01], [-3.84, 2.44, 0.53], [-5.11, 2.04, 0.97], [-5.24, 0.70, 0.72], [-4.10, 0.26, 0.13], [-6.06, 0.04, 0.91], [-5.85, 2.66, 1.43], [-3.41, 3.42, 0.58], [-0.46, -0.54, -1.65], [-0.69, -0.94, -2.64], [0.13, 0.37, -1.77], [0.33, -1.62, -0.93], [0.64, -2.65, -1.50], [0.66, -1.40, 0.36], [0.49, -0.15, 1.09], [0.42, 0.68, 0.39], [1.71, 0.05, 2.01], [2.91, -0.45, 1.40], [3.67, 0.33, 0.55], [4.93, -0.12, 0.14], [5.73, 0.65, -0.68], [5.31, 1.89, -1.11], [4.07, 2.36, -0.71], [3.26, 1.59, 0.11], [2.29, 1.99, 0.38], [3.72, 3.32, -1.04], [5.94, 2.49, -1.75], [6.70, 0.27, -0.97], [5.30, -1.07, 0.50], [2.89, -1.89, 1.23], [3.36, -2.39, 2.08], [1.43, -2.39, 1.08], [1.41, -3.31, 0.50], [0.97, -2.56, 2.05], [3.44, -2.15, 0.32], [1.56, -0.49, 2.95], [1.82, 1.11, 2.25], [-0.43, -0.18, 1.69], [-4.20, -3.03, -0.59], [-5.58, -1.93, -0.73], [-4.92, -2.30, 0.86]],
  "nbo_charge": [-0.653, 0.397, -0.249, -0.251, 0.627, -0.624, 0.009, -0.227, -0.270, -0.050, -0.330, 0.222, 0.230, 0.242, -0.320, 0.238, 0.262, 0.682, -0.621, -0.439, -0.245, 0.234, -0.215, -0.457, 0.268, -0.293, -0.183, -0.262, -0.170, -0.315, 0.213, 0.211, 0.211, 0.211, 0.211, -0.216, 0.188, -0.242, 0.257, 0.188, 0.216, 0.194, 0.223, 0.188, 0.255, 0.227, 0.226]
}

3.
{
  "formula": "C19H21N5O3S",
  "method": "ωB97M-V with the def2-TZVPD basis set",
  "relative_energy_kj_mol": 250.11,
  "e_lumo_ev": 0.6,
  "smiles": "Cc1cccc(NC(=O)CSc2nnc(-c3ccco3)n2C[C@@H]2CCCO2)n1",
  "spin_multiplicity": 1,
  "orbital_gap_ev": 8.8,
  "homo_ev": -8.15,
  "elements": ["C", "C", "N", "C", "C", "C", "C", "H", "H", "H", "N", "C", "O", "C", "H", "H", "S", "C", "N", "N", "C", "N", "C", "H", "H", "C", "C", "H", "C", "H", "C", "H", "O", "H", "H", "H", "H", "C", "C", "C", "C", "O", "H", "H", "H", "H", "H", "H", "H"],
  "coordinates": [[0.78, 3.91, -0.40], [1.94, 2.96, -0.30], [1.74, 1.74, -0.77], [2.73, 0.85, -0.70], [3.97, 1.13, -0.15], [4.17, 2.40, 0.35], [3.15, 3.34, 0.28], [3.28, 4.34, 0.65], [5.12, 2.67, 0.79], [4.74, 0.37, -0.11], [2.37, -0.39, -1.23], [2.94, -1.60, -0.97], [3.99, -1.77, -0.40], [2.06, -2.76, -1.41], [1.61, -2.61, -2.39], [2.63, -3.69, -1.37], [0.71, -2.95, -0.21], [-0.39, -1.76, -0.84], [-0.30, -1.19, -2.02], [-1.34, -0.37, -2.15], [-2.06, -0.42, -1.06], [-1.49, -1.30, -0.17], [-1.78, -1.53, 1.22], [-2.84, -1.74, 1.36], [-1.20, -2.39, 1.56], [-1.38, -0.28, 2.05], [0.13, 0.02, 1.97], [0.35, 0.80, 1.24], [0.46, 0.42, 3.40], [1.50, 0.24, 3.66], [-0.51, -0.47, 4.18], [-0.76, -0.09, 5.17], [-1.70, -0.49, 3.41], [-0.10, -1.49, 4.28], [0.22, 1.47, 3.57], [0.68, -0.88, 1.70], [-1.97, 0.57, 1.69], [-3.28, 0.33, -0.88], [-4.22, 0.39, 0.11], [-5.20, 1.30, -0.33], [-4.79, 1.73, -1.56], [-3.63, 1.15, -1.90], [-5.22, 2.42, -2.26], [-6.09, 1.60, 0.19], [-4.24, -0.13, 1.05], [1.47, -0.38, -1.72], [0.46, 4.22, 0.59], [-0.04, 3.42, -0.92], [1.08, 4.80, -0.96]],
  "nbo_charge": [-0.647, 0.236, -0.476, 0.379, -0.292, -0.144, -0.290, 0.215, 0.217, 0.255, -0.640, 0.672, -0.600, -0.605, 0.267, 0.257, 0.277, 0.188, -0.359, -0.239, 0.272, -0.359, -0.228, 0.219, 0.224, 0.088, -0.446, 0.240, -0.426, 0.223, -0.065, 0.193, -0.531, 0.161, 0.205, 0.211, 0.185, 0.219, -0.283, -0.319, 0.112, -0.362, 0.208, 0.233, 0.227, 0.447, 0.219, 0.237, 0.223]
}

4.
{
  "formula": "C19H21N5S",
  "method": "ωB97M-V with the def2-TZVPD basis set",
  "e_lumo_ev": 0.7,
  "smiles": "Cc1ccccc1CSCc1nc(N)nc(Nc2ccccc2C)n1",
  "spin_multiplicity": 1,
  "orbital_gap_ev": 8.9,
  "homo_ev": -8.20,
  "elements": ["C", "C", "C", "C", "C", "C", "C", "C", "H", "H", "S", "C", "C", "N", "C", "N", "C", "N", "N", "C", "C", "C", "C", "C", "C", "C", "H", "H", "H", "H", "H", "H", "H", "H", "N", "H", "H", "H", "H", "H", "H", "H", "H", "H", "H", "H"],
  "coordinates": [[1.00, -0.45, -1.90], [0.97, 1.04, -1.72], [2.11, 1.70, -1.29], [2.13, 3.07, -1.12], [0.99, 3.81, -1.39], [-0.15, 3.16, -1.82], [-0.18, 1.79, -1.98], [-1.43, 1.11, -2.47], [-1.49, 0.09, -2.10], [-1.45, 1.09, -3.56], [-2.98, 1.95, -2.00], [-2.87, 1.88, -0.18], [-2.77, 0.47, 0.28], [-3.88, -0.25, 0.29], [-3.71, -1.53, 0.66], [-2.55, -2.07, 1.01], [-1.50, -1.24, 0.99], [-1.57, 0.04, 0.62], [-0.33, -1.80, 1.36], [0.93, -1.23, 1.52], [1.12, 0.14, 1.59], [2.39, 0.67, 1.77], [3.48, -0.17, 1.88], [3.29, -1.54, 1.80], [2.04, -2.10, 1.63], [1.87, -3.59, 1.55], [1.27, -3.96, 2.39], [1.38, -3.88, 0.62], [2.84, -4.07, 1.59], [4.15, -2.20, 1.89], [4.47, 0.23, 2.02], [2.51, 1.74, 1.82], [0.27, 0.79, 1.49], [-0.42, -2.79, 1.56], [-4.80, -2.31, 0.68], [-4.72, -3.28, 0.92], [-5.68, -1.92, 0.38], [-1.98, 2.44, 0.12], [-3.78, 2.35, 0.17], [-1.04, 3.74, -2.05], [0.99, 4.88, -1.27], [3.03, 3.56, -0.78], [3.01, 1.13, -1.09], [0.27, -0.93, -1.26], [0.78, -0.72, -2.94], [1.99, -0.84, -1.65]],
  "nbo_charge": [-0.635, -0.026, -0.144, -0.236, -0.216, -0.220, -0.035, -0.552, 0.227, 0.240, 0.219, -0.575, 0.475, -0.566, 0.593, -0.587, 0.608, -0.598, -0.590, 0.218, -0.258, -0.188, -0.241, -0.192, -0.075, -0.639, 0.212, 0.218, 0.227, 0.206, 0.211, 0.216, 0.255, 0.416, -0.775, 0.406, 0.410, 0.241, 0.252, 0.224, 0.211, 0.209, 0.202, 0.218, 0.216, 0.221]
}

5.
{
  "formula": "C19H21NO3",
  "method": "ωB97M-V with the def2-TZVPD basis set",
  "relative_energy_kj_mol": 7.77,
  "e_lumo_ev": 0.6,
  "smiles": "CCOC(=O)[C@@H](Cc1ccccc1)C(=O)NCc1ccccc1",
  "spin_multiplicity": 1,
  "orbital_gap_ev": 9.7,
  "homo_ev": -9.08,
  "elements": ["C", "C", "H", "H", "O", "C", "O", "C", "H", "C", "O", "N", "H", "C", "C", "C", "C", "C", "C", "C", "H", "H", "H", "H", "H", "H", "H", "C", "C", "C", "C", "C", "C", "C", "H", "H", "H", "H", "H", "H", "H", "H", "H", "H"],
  "coordinates": [[1.34, 2.70, -2.96], [0.01, 2.01, -2.71], [-0.78, 2.76, -2.54], [-0.27, 1.37, -3.55], [0.08, 1.14, -1.58], [-0.04, 1.72, -0.37], [-0.26, 2.88, -0.20], [0.10, 0.68, 0.73], [0.71, -0.15, 0.34], [-1.30, 0.12, 1.05], [-1.80, 0.18, 2.15], [-1.90, -0.43, -0.02], [-1.40, -0.49, -0.90], [-3.19, -1.08, 0.05], [-3.06, -2.58, -0.09], [-2.36, -3.30, 0.88], [-2.20, -4.66, 0.75], [-2.74, -5.33, -0.34], [-3.43, -4.62, -1.30], [-3.59, -3.25, -1.18], [-4.13, -2.70, -1.94], [-3.86, -5.13, -2.16], [-2.62, -6.40, -0.44], [-1.66, -5.22, 1.51], [-1.95, -2.77, 1.73], [-3.85, -0.68, -0.72], [-3.60, -0.83, 1.04], [0.75, 1.29, 1.97], [2.19, 1.62, 1.70], [3.16, 0.62, 1.78], [4.48, 0.90, 1.49], [4.85, 2.17, 1.09], [3.89, 3.17, 1.00], [2.57, 2.89, 1.31], [1.82, 3.67, 1.23], [4.18, 4.17, 0.70], [5.88, 2.39, 0.86], [5.23, 0.12, 1.56], [2.88, -0.37, 2.09], [0.66, 0.58, 2.80], [0.20, 2.20, 2.23], [1.28, 3.32, -3.85], [2.13, 1.96, -3.08], [1.59, 3.34, -2.11]],
  "nbo_charge": [-0.635, -0.077, 0.200, 0.189, -0.528, 0.817, -0.592, -0.403, 0.244, 0.697, -0.614, -0.615, 0.409, -0.267, 0.053, -0.241, -0.191, -0.219, -0.205, -0.245, 0.208, 0.213, 0.214, 0.213, 0.222, 0.199, 0.246, -0.437, 0.071, -0.248, -0.205, -0.225, -0.194, -0.251, 0.225, 0.211, 0.212, 0.212, 0.207, 0.236, 0.240, 0.218, 0.213, 0.226]
}